1.
DFT (ωB97M-V with the def2-TZVPD basis set) results for a cluster of 2 separate species, C4H14N2O2 in total at a distorted geometry.

```
22
Properties=species:S:1:pos:R:3:lowdin_charge:R:1
C -0.924 0.531 2.561 -0.14
N -1.314 -0.179 1.339 -0.14
C -1.224 0.534 0.073 -0.22
C -0.646 -0.399 -1.036 -0.37
N 0.753 -0.617 -0.707 0.04
C -0.809 0.281 -2.410 -0.22
O -0.838 -0.692 -3.460 -0.09
H -1.484 1.484 2.584 0.08
H 0.147 0.743 2.704 0.07
H -1.257 -0.106 3.370 0.07
H -0.987 -1.132 1.356 0.09
H -2.250 0.783 -0.243 0.11
H -0.656 1.458 0.166 0.12
H -1.253 -1.298 -0.952 0.13
H 1.361 0.117 -0.386 0.07
H 1.210 -1.168 -1.419 0.07
H -1.793 0.797 -2.473 0.12
H -0.003 0.951 -2.664 0.12
H -1.337 -1.475 -3.159 0.09
O 4.120 -0.090 1.371 -0.06
H 4.572 0.376 2.101 0.05
H 4.612 -0.899 1.285 0.02
```

Calculated values
E_LUMO	0.78	eV
Kohn-Sham gap	8.9911	eV
multiplicity	1
F_max	3.39	eV/A
electronic energy	-420.74984	Ha
charge	0
SMILES	CNC[C@H](N)CO.O

---

2.
DFT (ωB97M-V with the def2-TZVPD basis set) results for a cluster of 3 separate species, C4H14N2O2 in total at a distorted geometry.

```
22
Properties=species:S:1:pos:R:3:lowdin_charge:R:1
C 1.429 -0.934 0.235 -0.26
C 1.107 0.459 0.764 -0.14
C 0.477 1.245 -0.381 0.05
C -0.197 2.397 -0.075 -0.08
N -1.241 2.931 -0.723 0.22
N 0.431 -2.084 0.393 0.03
H 2.284 -1.387 0.712 0.10
H 1.827 -1.031 -0.766 0.11
H 0.428 0.537 1.627 0.14
H 2.040 0.955 1.034 0.14
H 0.167 0.620 -1.257 0.14
H 0.030 2.797 0.909 0.15
H -1.989 3.463 -0.298 0.15
H -1.446 2.683 -1.682 0.14
H -0.053 -2.055 1.267 0.01
H -0.338 -1.781 -0.209 0.05
H -1.459 -1.575 3.843 0.05
H -1.610 -3.046 3.413 0.05
O -1.160 -2.224 3.187 -0.06
H 0.412 -0.227 -4.102 0.04
H -1.008 -0.783 -4.124 0.04
O -0.130 -0.961 -3.768 -0.06
```

Calculated values
E_LUMO (spin up / spin down)	-3.90 / -7.08	eV
Kohn-Sham gap (spin up / spin down)	8.8149 / 5.6271	eV
multiplicity	2
F_max	3.64	eV/A
electronic energy	-420.45829	Ha
expectation value of S²	0.762
charge	+1

---

3.
DFT (ωB97M-V with the def2-TZVPD basis set) results for a cluster of 3 separate species, C4H14N2O3 in total at a distorted geometry.

```
23
Properties=species:S:1:pos:R:3:lowdin_charge:R:1
C -1.424 -1.289 2.376 -0.08
C -1.739 0.073 1.760 -0.25
N -0.564 0.920 1.635 0.06
C 0.311 0.874 0.594 -0.45
O 1.373 1.480 0.670 0.03
C -0.106 0.127 -0.660 -0.18
N 0.968 -0.117 -1.599 0.01
H -0.701 -1.842 1.775 0.07
H -1.007 -1.173 3.376 0.07
H -2.322 -1.903 2.452 0.08
H -2.480 0.580 2.378 0.11
H -2.216 -0.060 0.791 0.11
H -0.217 1.338 2.485 0.15
H -0.544 -0.839 -0.407 0.11
H -0.894 0.696 -1.156 0.14
H 1.745 -0.571 -1.131 0.10
H 1.369 0.726 -1.989 0.06
O 3.181 2.001 -1.490 -0.09
H 2.681 1.892 -0.634 0.01
H 3.517 2.899 -1.494 0.03
O -0.568 -2.186 -3.079 -0.09
H 0.000 -1.531 -2.638 -0.03
H -0.363 -2.096 -4.013 0.03
```

Calculated values
E_LUMO	0.75	eV
Kohn-Sham gap	10.6650	eV
multiplicity	1
F_max	1.09	eV/A
electronic energy	-496.06743	Ha
charge	0
SMILES	CCNC(=O)CN.O.O

---

4.
DFT (ωB97M-V with the def2-TZVPD basis set) results for a cluster of 3 separate species, C4H14N2O4 in total at a distorted geometry.

```
24
Properties=species:S:1:pos:R:3:lowdin_charge:R:1
N 0.538 2.321 -1.301 0.00
C -0.264 1.585 -0.319 -0.24
C 0.276 0.346 0.006 -0.57
N -0.548 -0.644 0.547 0.03
C -1.976 -0.667 0.696 -0.20
C -2.514 -1.798 -0.201 -0.28
O -2.574 -1.365 -1.531 -0.08
O 1.453 -0.003 -0.327 -0.15
H 0.623 3.328 -1.050 -0.01
H 0.132 2.316 -2.267 -0.01
H 1.491 1.940 -1.286 0.06
H -1.672 -1.257 -1.857 0.09
H -1.301 1.789 -0.143 0.04
H -0.015 -1.460 0.790 0.11
H -2.285 -0.806 1.723 0.10
H -2.420 0.278 0.395 0.10
H -3.567 -1.843 0.103 0.11
H -1.962 -2.687 0.111 0.11
H 3.121 -2.581 0.134 0.01
H 2.199 -1.344 0.448 -0.02
O 2.424 -2.270 0.718 -0.12
H 2.276 2.033 1.460 0.00
H 3.380 0.945 1.428 0.02
O 3.183 1.842 1.723 -0.10
```

Calculated values
E_LUMO (spin up / spin down)	3.37 / 3.34	eV
Kohn-Sham gap (spin up / spin down)	3.2805 / 7.2850	eV
multiplicity	2
F_max	3.11	eV/A
electronic energy	-571.21610	Ha
expectation value of S²	0.751
charge	-1

---

5.
DFT (ωB97M-V with the def2-TZVPD basis set) results for a cluster of 2 separate species, C4H14N2OS in total at a distorted geometry.

```
22
Properties=species:S:1:pos:R:3:lowdin_charge:R:1
C 1.027 0.557 -1.563 -0.01
C -0.252 0.050 -0.852 -0.39
C -0.917 1.231 -0.044 -0.48
S -0.209 1.610 1.582 0.79
N 0.081 -1.055 0.020 0.15
C -0.773 -2.214 0.119 -0.19
N -2.113 -1.870 0.615 0.11
H 0.776 1.472 -2.092 0.10
H 1.696 0.825 -0.750 0.07
H 1.416 -0.167 -2.271 0.10
H -1.012 -0.256 -1.581 0.16
H -0.946 2.094 -0.708 0.09
H -1.959 0.964 0.148 0.06
H 0.068 2.911 1.627 -0.11
H 1.083 -1.242 0.026 0.17
H -0.933 -2.728 -0.823 0.16
H -0.368 -2.788 0.957 0.15
H -2.067 -1.151 1.330 0.09
H -2.765 -1.640 -0.116 0.09
H 2.376 0.453 1.456 -0.04
H 2.752 1.860 1.203 0.03
O 3.040 1.084 1.716 -0.07
```

Calculated values
E_LUMO (spin up / spin down)	-3.04 / -8.28	eV
Kohn-Sham gap (spin up / spin down)	10.3646 / 5.0619	eV
multiplicity	2
F_max	2.66	eV/A
electronic energy	-743.39433	Ha
expectation value of S²	0.756
charge	+1

---

6.
DFT (ωB97M-V with the def2-TZVPD basis set) results for a cluster of 2 separate species, C4H14N2P in total at a distorted geometry.

```
21
Properties=species:S:1:pos:R:3:lowdin_charge:R:1
C -0.313 3.078 -0.665 -0.14
C -0.620 1.850 -1.547 -0.31
C 0.027 0.541 -1.109 -0.45
C 0.455 -2.489 0.625 -0.17
N 1.747 0.796 1.054 -0.16
N 0.444 -2.974 2.024 0.08
P 0.204 0.503 0.648 0.99
H -0.972 3.915 -1.037 0.10
H -0.694 2.846 0.352 0.05
H 0.656 3.548 -0.748 0.07
H -1.636 1.759 -1.388 0.07
H -0.418 2.069 -2.634 0.13
H -0.478 -0.467 -1.246 0.08
H 1.039 0.263 -1.648 0.13
H -0.468 -2.802 0.128 0.04
H 1.316 -2.719 0.105 0.01
H 1.964 0.867 1.966 0.00
H 2.484 0.816 0.372 0.07
H 1.308 -2.491 2.326 0.16
H -0.292 -2.585 2.607 0.15
H 0.447 -3.962 1.961 0.13
```

Calculated values
E_LUMO	-3.76	eV
Kohn-Sham gap	7.6819	eV
multiplicity	1
F_max	4.74	eV/A
electronic energy	-611.30694	Ha
charge	+1

---

7.
DFT (ωB97M-V with the def2-TZVPD basis set) results for a cluster of 2 separate species, C4H14N2Si in total at a distorted geometry.

```
21
Properties=species:S:1:pos:R:3:lowdin_charge:R:1
C -3.025 -0.374 0.134 -0.15
C 1.884 -0.403 1.528 -0.18
C 0.591 -1.365 -1.125 -0.19
C -2.322 0.751 -0.522 -0.03
N 1.689 1.285 -1.045 -0.07
N -0.473 1.044 0.569 -0.07
Si 0.877 0.156 -0.011 0.26
H -3.332 -0.122 1.147 0.07
H -3.925 -0.605 -0.445 0.08
H -2.407 -1.269 0.153 0.06
H 1.259 -0.460 2.414 0.01
H 2.340 -1.378 1.387 0.01
H 2.679 0.306 1.741 0.01
H 1.524 -1.884 -1.327 0.02
H -0.088 -2.082 -0.674 0.01
H 0.173 -1.062 -2.079 0.01
H -1.872 0.573 -1.481 0.06
H -2.689 1.748 -0.354 0.07
H 2.448 0.963 -1.629 0.02
H 1.939 2.172 -0.637 0.02
H -0.844 0.792 1.473 -0.02
```

Calculated values
E_LUMO (spin up / spin down)	0.67 / 0.67	eV
Kohn-Sham gap (spin up / spin down)	9.5424 / 9.5418	eV
multiplicity	1
F_max	4.00	eV/A
electronic energy	-559.79571	Ha
charge	0

---

8.
DFT (ωB97M-V with the def2-TZVPD basis set) results for a cluster of 2 separate species, C4H14N3 in total at a distorted geometry.

```
21
Properties=species:S:1:pos:R:3:lowdin_charge:R:1
C 1.577 -0.640 -0.038 -0.12
C -0.217 -1.985 -1.139 -0.50
N 1.120 -1.623 -0.988 -0.05
N -1.113 -1.684 -0.095 0.08
N -0.718 -2.114 -2.444 0.07
H 1.705 -1.888 -1.758 0.10
H -0.809 -0.909 0.489 0.03
H -2.032 -1.469 -0.443 0.06
H 0.011 -2.024 -3.130 0.06
H -1.561 -2.594 -2.631 0.06
H 2.627 -0.462 -0.170 0.08
H 1.308 -1.009 0.941 0.08
H 1.230 0.395 -0.140 0.06
C -0.938 1.943 1.066 -0.19
C 0.242 2.561 1.828 -0.15
H -1.277 0.979 1.436 0.05
H -1.745 2.664 0.950 0.06
H -0.662 1.707 0.029 0.05
H 0.466 3.504 1.351 0.07
H 0.953 1.801 2.082 0.05
H -0.167 2.844 2.804 0.06
```

Calculated values
E_LUMO (spin up / spin down)	1.06 / 0.90	eV
Kohn-Sham gap (spin up / spin down)	5.3928 / 9.9424	eV
multiplicity	2
F_max	2.67	eV/A
electronic energy	-324.96866	Ha
expectation value of S²	0.754
charge	0

---

9.
DFT (ωB97M-V with the def2-TZVPD basis set) results for a cluster of 2 separate species, C4H14N3 in total at a distorted geometry.

```
21
Properties=species:S:1:pos:R:3:lowdin_charge:R:1
C -3.046 0.294 -0.607 -0.16
C -2.680 -1.071 -0.012 -0.15
H -2.167 0.829 -0.960 0.03
H -3.710 0.205 -1.455 0.07
H -3.656 0.871 0.098 0.07
H -3.466 -1.327 0.703 0.07
H -1.679 -1.045 0.400 0.01
H -2.720 -1.914 -0.716 0.08
C 2.559 0.794 -1.230 0.00
C 0.960 0.041 0.475 -0.43
N 2.002 -0.230 -0.293 0.06
N 0.002 0.900 0.189 0.22
N 0.808 -0.788 1.563 0.18
H 2.678 -0.939 -0.051 0.16
H -0.039 1.590 -0.538 0.13
H -0.686 1.141 0.891 0.14
H 1.532 -0.865 2.251 0.12
H -0.114 -0.694 1.979 0.11
H 3.238 1.421 -0.648 0.10
H 1.719 1.385 -1.580 0.07
H 2.979 0.304 -2.102 0.10
```

Calculated values
E_LUMO	-3.06	eV
Kohn-Sham gap	11.7272	eV
multiplicity	1
F_max	2.30	eV/A
electronic energy	-324.84056	Ha
charge	+1

---

10.
DFT (ωB97M-V with the def2-TZVPD basis set) results for the ion C4H14N3 with charge +1 at a distorted geometry.

```
21
Properties=species:S:1:pos:R:3:lowdin_charge:R:1
N 0.624 0.652 -2.453 0.02
C 0.437 -0.840 -2.070 -0.20
C 0.307 -1.066 -0.521 -0.23
C 0.071 0.142 0.260 -0.42
N -1.328 0.700 0.147 0.04
C 0.341 -0.130 1.772 -0.05
N -0.460 0.862 2.749 0.19
H 1.521 0.792 -2.782 0.03
H 0.097 0.743 -3.305 0.07
H -0.578 -1.208 -2.518 0.13
H 1.282 -1.626 -2.317 0.14
H -0.357 -1.854 -0.206 0.11
H 1.351 -1.455 -0.335 0.13
H 0.713 0.927 -0.214 0.14
H -1.420 1.203 -0.709 0.07
H -2.057 0.029 -0.087 0.09
H -0.028 -1.174 2.161 0.16
H 1.468 -0.034 1.905 0.15
H -1.192 1.187 2.128 0.10
H -0.857 0.426 3.572 0.16
H 0.066 1.725 2.823 0.16
```

Calculated values
E_LUMO	-3.21	eV
Kohn-Sham gap	10.0981	eV
multiplicity	1
F_max	3.69	eV/A
electronic energy	-324.78314	Ha
charge	+1
SMILES	NCC[C@@H](N)C[NH3+]